The following is a quantum chemistry calculation of a cluster of 13 separate species, C72H175N13O13 in total, from the Open Molecules 2025 dataset.

Last column: Löwdin charge in e.
Positions of all 273 atoms, in Å:
O -7.30 -36.67 7.00  -0.043
O -4.58 -28.16 5.73  -0.200
O -9.39 -25.49 3.83  -0.231
O -1.29 -33.23 5.13  -0.188
O -10.39 -31.73 13.79  -0.042
O -5.87 -36.78 9.69  -0.258
O -5.21 -31.28 5.06  -0.055
O -11.73 -28.16 1.18  -0.182
O -13.07 -34.19 5.65  -0.074
O -9.21 -25.67 8.73  -0.189
O -12.51 -35.32 3.31  -0.203
O -4.38 -27.59 10.22  -0.196
O -1.85 -33.67 10.58  -0.226
N -13.32 -34.55 7.09  0.017
N -1.89 -26.47 10.67  0.044
N -4.22 -34.88 3.58  0.068
N -9.61 -29.16 -0.83  0.071
N -9.80 -31.54 12.49  -0.082
N -7.97 -37.70 6.38  -0.094
N -6.60 -31.12 5.35  -0.060
N -4.38 -32.63 10.66  0.062
N -4.68 -25.29 6.14  0.067
N -9.03 -27.55 5.50  0.092
N -6.27 -38.51 12.91  0.051
N -11.71 -32.83 1.93  0.072
N -7.17 -22.62 8.65  0.025
C -8.34 -31.70 12.55  -0.463
C -1.93 -31.97 5.40  -0.102
C -10.67 -25.93 4.32  -0.181
C -9.88 -36.31 5.93  -0.032
C -10.27 -27.35 4.78  -0.425
C -5.77 -25.98 5.57  -0.479
C -12.78 -36.58 2.78  -0.117
C -0.74 -34.36 10.04  -0.087
C -10.46 -30.34 11.91  -0.493
C -7.34 -31.51 4.14  -0.526
C -3.26 -31.79 10.92  -0.421
C -8.30 -33.24 12.85  -0.026
C -5.84 -36.73 11.10  -0.168
C -1.37 -28.04 12.51  -0.046
C -9.59 -40.11 6.16  -0.166
C -15.13 -35.35 8.45  -0.133
C -5.48 -26.79 10.22  -0.163
C -6.98 -31.80 6.65  -0.416
C -8.32 -30.02 10.59  -0.180
C -13.01 -33.36 7.93  -0.512
C -9.81 -30.03 10.53  -0.144
C -8.12 -40.05 5.89  -0.167
C -8.61 -23.26 6.82  -0.051
C -2.10 -33.90 4.13  -0.194
C -13.47 -33.75 9.35  -0.137
C -14.75 -34.96 7.01  -0.550
C -5.14 -35.78 9.04  -0.094
C -9.70 -29.19 0.62  -0.472
C -9.39 -31.81 5.65  -0.157
C -3.75 -27.84 11.49  -0.166
C -11.03 -29.37 1.27  -0.238
C -13.48 -32.06 7.44  -0.041
C -14.80 -36.29 6.31  -0.036
C -10.07 -38.70 5.83  -0.145
C -7.14 -32.89 3.72  -0.040
C -6.60 -38.02 11.49  -0.358
C -6.80 -30.57 3.01  -0.014
C -6.83 -33.35 6.66  -0.017
C -10.44 -29.13 12.81  -0.038
C -2.24 -27.77 11.26  -0.421
C -5.95 -38.92 5.89  -0.020
C -8.82 -31.19 4.35  -0.114
C -9.78 -37.58 8.10  -0.003
C -11.97 -30.67 11.58  -0.024
C -8.15 -37.96 11.39  -0.055
C -14.00 -31.99 2.30  -0.056
C -6.15 -31.22 7.81  -0.026
C -7.48 -30.94 13.63  0.003
C -5.72 -27.37 6.20  -0.143
C -8.36 -23.43 8.34  -0.428
C -9.39 -37.58 6.58  -0.543
C -7.81 -31.31 11.18  -0.148
C -3.31 -35.38 5.81  -0.033
C -3.53 -28.23 6.64  -0.129
C -12.96 -33.00 2.73  -0.424
C -13.05 -28.34 1.75  -0.069
C -8.04 -24.87 8.76  -0.208
C -3.08 -31.73 12.44  -0.067
C -13.47 -34.42 2.77  -0.228
C -5.70 -26.01 4.04  -0.033
C -9.51 -24.24 3.09  -0.079
C -11.48 -33.18 8.02  -0.025
C -7.01 -39.43 7.98  -0.035
C -14.92 -34.17 9.44  -0.173
C -15.78 -33.97 6.50  -0.034
C -8.51 -31.37 6.85  -0.092
C -8.91 -28.09 1.22  -0.081
C -9.08 -26.94 9.31  -0.126
C -11.49 -28.06 5.45  -0.032
C -7.32 -39.04 6.60  -0.533
C -3.46 -34.33 4.67  -0.428
C -1.91 -32.31 10.27  -0.195
H -8.50 -30.32 7.10  0.096
H -9.97 -27.42 8.95  0.070
H -7.66 -41.06 6.11  0.151
H -8.87 -30.14 4.56  0.089
H -1.74 -28.97 12.94  0.055
H -5.36 -39.80 5.87  0.077
H -4.13 -27.01 12.12  0.125
H -4.21 -24.74 5.46  0.065
H -12.91 -34.66 9.65  0.126
H -6.89 -37.93 13.47  0.062
H -8.77 -27.96 2.32  0.079
H -10.89 -33.12 2.46  0.064
H -9.59 -35.40 6.47  0.074
H -3.70 -35.54 3.07  0.056
H -6.69 -29.53 3.41  0.093
H -6.22 -31.86 8.69  0.056
H -9.12 -27.18 6.45  0.076
H -9.08 -26.80 10.43  0.109
H -14.53 -31.96 7.20  0.073
H -8.47 -23.77 3.04  0.099
H -12.26 -28.20 4.62  0.081
H -9.79 -38.67 4.78  0.119
H -6.76 -31.41 11.25  0.081
H -6.31 -26.80 3.67  0.063
H -16.12 -33.29 7.28  0.067
H -5.36 -38.23 6.49  0.078
H -11.11 -38.41 5.93  0.114
H -14.37 -34.42 3.35  0.107
H -10.14 -40.82 5.61  0.100
H -7.43 -30.54 2.15  0.051
H -1.52 -27.32 13.32  0.077
H -10.17 -30.90 9.92  0.115
H -3.07 -32.75 12.90  0.087
H -10.89 -29.40 13.81  0.102
H -6.42 -27.31 10.55  0.087
H -6.92 -33.67 7.72  0.084
H -5.38 -38.41 13.23  0.009
H -8.63 -38.87 11.72  0.074
H -6.25 -40.20 7.83  0.101
H -7.47 -21.65 8.61  0.075
H -7.15 -33.03 2.66  0.085
H -3.43 -30.78 10.61  0.111
H -2.56 -36.18 5.58  0.095
H -2.80 -28.89 6.18  0.086
H -13.28 -31.26 8.14  0.089
H -6.23 -33.37 4.15  0.069
H -11.37 -25.95 3.51  0.107
H -9.39 -32.92 5.65  0.091
H -8.94 -22.21 6.61  0.097
H -8.85 -33.76 12.07  0.075
H -15.20 -34.38 10.44  0.099
H -9.43 -28.79 12.93  0.055
H -10.98 -36.36 6.09  0.074
H -12.72 -32.78 3.78  0.127
H -10.15 -27.83 3.80  0.099
H -9.09 -29.99 1.01  0.100
H -14.22 -31.95 1.22  0.090
H -4.66 -26.36 3.86  0.095
H -9.26 -36.69 8.53  0.084
H -7.30 -25.24 8.07  0.102
H -7.86 -28.12 0.81  0.107
H -15.48 -33.30 9.16  0.089
H -12.96 -31.66 6.58  0.077
H -2.92 -32.12 5.80  0.051
H -11.30 -32.34 8.71  0.069
H -7.67 -24.82 9.77  0.111
H -13.83 -34.72 1.77  0.134
H -11.80 -33.40 1.10  0.074
H -4.02 -35.89 9.07  0.105
H -5.85 -30.75 2.56  0.068
H -1.86 -31.35 4.52  0.091
H -8.04 -39.82 4.81  0.132
H -14.43 -36.13 5.24  0.090
H -9.77 -24.43 2.08  0.066
H -9.36 -27.17 0.88  0.066
H -4.76 -36.76 11.31  0.138
H -10.98 -32.48 13.67  0.107
H -11.13 -29.04 5.77  0.060
H -11.63 -30.25 0.98  0.114
H -9.73 -40.35 7.23  0.109
H -8.53 -37.72 10.39  0.042
H -2.02 -28.52 10.51  0.127
H -11.07 -28.33 12.38  0.096
H -8.00 -29.19 11.23  0.099
H -2.23 -33.26 3.24  0.124
H -5.86 -25.05 3.60  0.070
H -10.94 -34.07 8.37  0.090
H -0.91 -34.46 8.95  0.089
H -13.36 -27.33 1.97  0.093
H -9.29 -23.99 6.44  0.047
H -2.02 -32.16 9.21  0.111
H -3.87 -28.70 7.56  0.071
H -10.38 -31.46 5.76  0.068
H -12.61 -30.58 12.45  0.071
H -12.36 -29.93 10.82  0.099
H -14.94 -32.08 2.80  0.068
H -10.23 -29.12 10.24  0.068
H -12.09 -31.60 11.03  0.046
H -10.17 -23.52 3.57  0.083
H -7.33 -33.75 12.92  0.077
H -5.97 -38.46 4.94  0.077
H -4.57 -32.68 9.70  0.025
H -7.60 -33.85 6.10  0.042
H -13.25 -32.97 10.13  0.114
H -6.79 -25.59 5.69  0.106
H -10.75 -29.61 2.32  0.115
H -0.32 -28.04 12.34  0.067
H -13.51 -31.04 2.62  0.068
H -6.46 -31.27 13.53  0.061
H -2.39 -26.37 9.82  0.041
H -6.31 -38.79 10.76  0.121
H -7.91 -29.91 9.52  0.108
H -0.69 -35.32 10.62  0.101
H -12.98 -29.02 2.55  0.037
H -4.26 -35.81 6.00  0.032
H -1.36 -31.51 6.24  0.093
H -6.52 -38.61 8.46  0.054
H -3.16 -27.28 6.96  0.070
H -8.16 -27.56 8.95  0.109
H -10.50 -29.37 -1.28  0.079
H -5.32 -34.82 9.66  0.095
H -7.97 -33.57 4.13  0.104
H -7.78 -31.20 14.60  0.054
H -8.85 -31.88 7.76  0.099
H -14.53 -36.18 8.84  0.116
H -5.91 -33.74 6.22  0.076
H -12.52 -36.58 1.75  0.077
H -9.69 -36.22 4.86  0.097
H -5.60 -27.25 7.30  0.098
H -2.10 -31.28 12.61  0.062
H -6.47 -30.22 8.03  0.058
H -15.86 -36.55 6.41  0.089
H -12.59 -34.93 5.24  0.061
H -16.15 -35.72 8.53  0.116
H -9.32 -28.27 -1.15  0.046
H -7.32 -36.85 7.99  0.091
H -11.13 -32.90 7.03  0.050
H -6.63 -27.94 5.96  0.097
H -6.44 -35.84 11.37  0.127
H -5.47 -35.75 8.05  0.034
H -13.86 -36.84 2.93  0.107
H -1.09 -31.72 10.69  0.119
H -8.55 -37.18 12.08  0.084
H -7.56 -29.84 13.49  0.082
H -4.79 -24.78 7.02  0.099
H -2.28 -25.75 11.33  0.096
H -15.44 -33.44 5.64  0.062
H -8.84 -33.35 13.76  0.061
H -5.06 -31.18 7.59  0.085
H -1.46 -34.68 3.81  0.111
H -4.85 -30.36 5.06  0.095
H -13.58 -28.83 0.97  0.077
H -9.45 -31.41 3.48  0.113
H -9.49 -38.56 8.48  0.055
H -3.92 -33.51 5.10  0.065
H -11.13 -25.25 5.07  0.129
H -7.71 -23.52 6.30  0.058
H -11.92 -27.51 6.28  0.069
H -8.14 -32.13 10.52  0.120
H -4.08 -28.78 11.96  0.116
H -3.02 -34.93 6.80  0.078
H -10.90 -37.42 8.23  0.106
H -8.34 -27.06 4.99  0.025
H -12.13 -37.30 3.26  0.089
H 0.18 -33.76 10.24  0.094
H -4.64 -34.25 2.94  0.056
H -9.29 -23.12 8.95  0.162
H -5.77 -26.60 9.20  0.044
H -5.42 -25.86 10.77  0.092
H -4.14 -33.58 11.02  0.084
H -3.93 -31.19 12.94  0.074
H -6.97 -22.83 9.63  0.069
H -16.73 -34.42 6.04  0.117
H -14.17 -37.02 6.87  0.099
H -7.86 -39.79 8.61  0.099

HOMO level   -8.2 eV
Energy above the lowest of the compared OMol25 structures with the same formula, charge and spin   109.5 kcal per mole
E_LUMO   0.52 eV



The following is a quantum chemistry calculation of the molecule C8H7ClFN, from the Open Molecules 2025 dataset.

Last column: Löwdin charge in e.
Positions of all 18 atoms, in Å:
Cl 4.15 -0.20 0.26  0.715
F 1.64 -2.41 -0.93  0.012
N 0.97 1.89 -0.43  0.077
C -1.03 0.28 -0.47  -0.080
C 0.43 0.63 -0.38  -0.210
C 2.28 1.78 -0.13  -0.136
C 1.21 -1.76 0.21  -0.276
C -1.18 -1.08 0.30  -0.048
C 2.60 0.44 0.07  -0.678
C 1.41 -0.27 -0.06  -0.153
C -0.22 -1.99 0.48  -0.033
H 0.28 2.59 -0.30  0.152
H -1.20 0.18 -1.49  0.097
H -1.81 0.91 -0.02  0.111
H -2.26 -1.41 0.39  0.120
H -0.65 -2.86 0.86  0.090
H 2.97 2.66 -0.03  0.132
H 1.82 -2.00 0.98  0.109

HOMO level   -8.2 eV
Energy above the lowest of the compared OMol25 structures with the same formula, charge and spin   6.2 kcal per mole
E_LUMO   0.79 eV